w:
The following is a DFT calculation (wB97M-V/def2-TZVPD) of C6H10O in the gas phase.

## Properties
SMILES string: O=CCCC1CC1
Kohn-Sham gap: 10.86 eV
2S+1: 1
LUMO level: 1.0690 eV

Last column: Löwdin charge in e.
Cartesian coordinates (Å):
H: -2.962 1.165 -0.612  0.0962
C: 0.335 0.595 0.483  -0.1790
C: 1.570 -0.101 -0.090  -0.1625
C: 2.349 -0.905 0.917  -0.2639
H: -0.008 0.028 1.356  0.1145
O: 2.076 -0.993 2.091  0.0459
H: 0.600 1.592 0.855  0.1226
H: -1.314 -1.458 -0.284  0.1048
H: 3.217 -1.458 0.498  0.1191
H: 2.268 0.603 -0.565  0.1228
C: -0.781 0.686 -0.533  -0.3213
C: -2.212 0.573 -0.097  -0.1248
H: 1.282 -0.801 -0.889  0.1220
C: -1.563 -0.559 -0.846  -0.1314
H: -1.865 -0.745 -1.872  0.0965
H: -0.587 1.350 -1.375  0.1367
H: -2.405 0.430 0.964  0.1018

x:
The following is a DFT calculation (wB97M-V/def2-TZVPD) of a 2-piece molecular cluster, C6H10O overall.

## Properties
SMILES string: CC1=C2C[C@@H]2CO1.[H][H]
Kohn-Sham gap: 8.83 eV
2S+1: 1
LUMO level: 1.0133 eV

Last column: Löwdin charge in e.
Cartesian coordinates (Å):
C: 0.069 0.366 -0.648  -0.3332
H: 1.308 1.989 -1.219  0.0929
H: 0.244 -2.675 -0.973  0.1213
H: -2.209 1.309 0.505  0.0141
H: 1.431 -0.028 1.748  0.1090
C: 0.247 1.718 -1.246  -0.0044
H: -0.065 -0.357 2.745  0.0952
H: -2.671 1.778 0.144  0.0421
H: -0.326 2.462 -0.689  0.0696
C: -0.053 -1.424 0.775  -0.2125
C: 0.686 -1.799 -0.494  -0.0909
C: -0.413 0.006 0.562  -0.1896
H: -0.827 -2.105 1.130  0.1321
O: 0.491 -0.670 -1.408  -0.0161
H: 1.767 -1.949 -0.393  0.1232
H: -0.069 1.726 -2.294  0.0913
C: 0.390 -0.346 1.756  -0.0440

y:
The following is a DFT calculation (wB97M-V/def2-TZVPD) of a 2-piece molecular cluster, C6H10O overall.

## Properties
Kohn-Sham gap: 9.32 eV
2S+1: 1
LUMO level: 0.6259 eV

Last column: Löwdin charge in e.
Cartesian coordinates (Å):
C: -1.440 0.790 -0.415  -0.2055
H: -0.005 -2.177 0.644  0.1212
H: -2.282 -1.183 -0.057  0.1097
H: 2.186 -0.011 -1.005  0.2058
H: 2.915 -0.685 0.276  0.0688
H: -1.457 0.640 -1.506  0.1192
H: -1.581 -0.416 1.359  0.1166
C: 1.201 -0.427 0.040  -0.3831
C: -1.433 -0.569 0.280  -0.2004
C: -0.101 -1.297 -0.017  -0.1132
H: -0.277 2.654 0.005  0.0991
H: -0.121 -1.681 -1.033  0.1103
O: 2.182 -1.121 0.731  -0.0496
H: -2.344 1.358 -0.168  0.1076
H: 1.833 1.559 0.563  0.1086
C: 0.942 0.993 0.311  -0.1168
C: -0.216 1.572 -0.010  -0.0984

Most stable structure: w

w:
The following is a DFT calculation (wB97M-V/def2-TZVPD) of a 2-piece molecular cluster, C3H6ClF overall.

## Properties
Kohn-Sham gap (spin up / spin down): 7.89 / 9.59 eV
2S+1: 1
LUMO level (spin up / spin down): -0.1323 / 0.6883 eV

Last column: Löwdin charge in e.
Cartesian coordinates (Å):
H: -2.400 -1.175 0.294  0.0813
H: 2.115 1.032 0.400  0.0849
H: 1.122 -1.682 -0.278  0.0391
F: -1.648 0.457 1.179  -0.0831
C: -1.884 -0.194 0.014  -0.6233
H: 0.540 1.181 -0.171  0.0190
Cl: -2.708 0.645 -1.267  0.5883
H: 1.743 0.597 -1.323  0.0667
H: 0.766 -0.732 1.262  0.0420
C: 1.383 0.601 -0.311  -0.1742
C: 0.971 -0.729 0.201  -0.0406

x:
The following is a DFT calculation (wB97M-V/def2-TZVPD) of C3H6ClF in the gas phase.

## Properties
SMILES string: CC(C)(F)Cl
Kohn-Sham gap: 11.91 eV
2S+1: 1
LUMO level: 0.8550 eV

Last column: Löwdin charge in e.
Cartesian coordinates (Å):
H: 0.145 -1.147 -1.359  0.0358
C: -0.330 -0.128 0.377  -1.0825
F: 0.276 -0.305 1.635  -0.0845
C: 0.388 -1.220 -0.356  -0.1183
H: -0.064 1.371 -1.247  0.1234
H: -0.948 2.000 0.764  0.1367
H: 0.965 1.856 0.005  0.0963
Cl: -1.978 -0.350 0.375  0.7877
H: 0.109 -2.224 0.130  0.1083
C: -0.143 1.395 -0.009  -0.1365
H: 1.580 -1.247 -0.316  0.1337

y:
The following is a DFT calculation (wB97M-V/def2-TZVPD) of C3H6ClF as an isolated structure.

## Properties
Kohn-Sham gap: 10.92 eV
2S+1: 1
LUMO level: 0.2989 eV

Last column: Löwdin charge in e.
Cartesian coordinates (Å):
F: -0.047 1.422 0.192  -0.0888
H: 0.291 -1.531 -0.327  0.1091
Cl: -1.683 -0.382 0.051  0.6177
C: 0.941 -0.646 0.209  -0.4443
H: 0.752 -0.754 1.407  0.1339
C: -0.083 0.259 -0.514  -0.7167
H: 0.074 0.306 -1.509  0.0784
H: 2.496 1.144 -0.307  0.1591
H: 2.913 -0.363 1.429  0.1765
C: 2.396 -0.265 -0.067  -0.1912
H: 2.989 -1.190 -1.064  0.1663

z:
The following is a DFT calculation (wB97M-V/def2-TZVPD) of C3H6ClF in the gas phase.

## Properties
SMILES string: CC[C@H](F)Cl
Kohn-Sham gap: 11.99 eV
2S+1: 1
LUMO level: 1.0477 eV

Last column: Löwdin charge in e.
Cartesian coordinates (Å):
H: -1.888 -0.019 -0.770  0.0957
C: -1.267 -0.165 0.135  -0.0982
H: 0.547 -1.489 -0.246  0.1245
F: 0.802 1.719 -0.257  -0.0609
C: 0.931 0.429 0.261  -0.7656
H: 0.131 -0.505 -1.544  0.1407
H: 0.894 0.608 1.403  0.1510
H: -1.200 0.813 0.521  0.0494
C: 0.071 -0.452 -0.429  -0.3473
Cl: 2.615 -0.132 -0.023  0.6129
H: -1.637 -0.809 0.949  0.0980

Most stable structure: z

w:
The following is a DFT calculation (wB97M-V/def2-TZVPD) of an isolated ion of composition C4H13N2 and charge +1.

## Properties
SMILES string: CN[C@@H](C)[NH2+]C
Kohn-Sham gap: 10.34 eV
2S+1: 1
LUMO level: -3.2204 eV
Charge: +1

Last column: Löwdin charge in e.
Cartesian coordinates (Å):
H: -2.583 -0.120 1.052  0.0891
H: 2.463 0.129 -1.640  0.1062
H: -0.337 -0.958 -1.312  0.2258
N: -0.592 -0.680 1.210  -0.0858
H: -2.250 -1.872 0.194  0.1362
H: 1.000 -1.148 -0.284  0.1726
H: -0.208 -0.435 2.108  0.0948
C: -2.024 -1.088 1.101  -0.0891
H: -0.973 0.897 -0.238  0.1770
H: 1.531 1.778 0.268  0.1059
C: 1.435 0.081 -1.991  0.0182
H: 0.375 1.912 1.619  0.1164
H: 1.060 1.122 -2.153  0.1201
C: -0.035 0.413 0.216  -0.3516
C: 0.895 1.208 0.970  -0.0471
N: 0.550 -0.439 -0.888  0.0114
H: 1.375 -0.424 -2.903  0.0787
H: 1.495 0.664 1.635  0.0827
H: -2.268 -1.518 1.996  0.0384

x:
The following is a DFT calculation (wB97M-V/def2-TZVPD) of an isolated ion of composition C4H13N2 and charge +1.

## Properties
SMILES string: C[NH+](C)CCN
Kohn-Sham gap: 11.47 eV
2S+1: 1
LUMO level: -2.7718 eV
Charge: +1

Last column: Löwdin charge in e.
Cartesian coordinates (Å):
C: -0.432 -0.184 0.842  -0.1298
H: 1.715 -0.846 -1.020  0.1158
H: 2.272 1.474 0.834  0.0815
N: -0.229 -0.001 -0.678  -0.1712
N: 1.269 1.576 0.847  0.0120
H: -1.985 -1.169 -0.949  0.1070
H: 1.022 2.452 1.291  0.0857
C: -1.623 -0.196 -1.267  0.0050
H: -1.440 0.221 1.077  0.1322
C: 0.654 -1.146 -1.136  0.0173
H: 1.491 -0.205 1.823  0.1250
H: -1.631 -0.107 -2.352  0.1103
H: -0.648 -1.264 0.910  0.1299
H: 0.016 0.956 -0.919  0.1571
H: -2.279 0.543 -0.826  0.1004
H: 0.485 -1.361 -2.211  0.1125
C: 0.648 0.488 1.649  -0.2140
H: 0.338 0.789 2.641  0.1215
H: 0.356 -2.020 -0.558  0.1018

y:
The following is a DFT calculation (wB97M-V/def2-TZVPD) of a 3-piece molecular cluster, C4H13N2 overall.

## Properties
Kohn-Sham gap: 3.59 eV
2S+1: 1
LUMO level: -8.9709 eV
Charge: +1

Last column: Löwdin charge in e.
Cartesian coordinates (Å):
H: 1.220 -1.199 -3.191  0.1015
C: -1.171 2.499 1.894  -0.0973
N: -0.255 -1.344 -1.759  0.1144
H: -0.185 -2.113 -3.730  0.1060
H: -1.111 -1.869 -1.594  0.1227
C: -1.755 3.688 1.869  -0.0590
H: -1.860 4.319 1.002  0.0504
C: 0.454 -1.922 -2.868  -0.0941
N: 0.887 -0.258 0.202  0.1798
H: -2.023 4.238 2.762  0.0555
H: 0.779 -1.362 1.997  0.1279
H: 1.644 0.415 0.373  0.1152
H: 0.243 -0.760 -0.984  -0.0027
H: -1.196 1.807 1.050  0.0274
H: 2.278 -1.600 1.100  0.1119
H: -0.833 2.072 2.837  0.0429
H: 0.907 -2.874 -2.527  0.1135
C: 1.208 -1.414 0.997  -0.1055
H: 0.767 -2.323 0.570  0.0896

Most stable structure: x